[1]
# H3IP2S

An isolated molecule of H3IP2S (the ωB97M-V functional and the def2-TZVPD basis, the Open Molecules 2025 dataset).

* HOMO level: -8.37 eV
* lowest unoccupied orbital energy: -1.571 eV
* relative energy (zero: lowest compared OMol25 entry of this formula, charge and spin): 52.4 kcal per mole

The geometry in XYZ format:
```
7
Properties=species:S:1:pos:R:3:forces:R:3
P -0.529 -0.865 1.069 2.14 -1.85 -0.25
P -1.222 -0.581 -0.931 -0.37 2.00 0.69
S 1.982 1.436 0.070 -0.22 0.04 -0.45
I 0.653 1.251 -1.835 -0.25 -0.57 0.88
H 0.590 0.004 1.328 -0.48 1.05 -0.34
H -2.115 0.470 -0.339 0.69 -0.81 -1.02
H 0.640 -1.714 0.637 -1.51 0.14 0.48
```
Forces are in eV/Å.

Per-atom Mulliken charges, elementary charge units: number 1, P, carries -0.07; number 2, P, carries -0.08; number 3, S, carries -0.42; number 4, I, carries 0.33; number 5, H, carries 0.04; number 6, H, carries 0.11; number 7, H, carries 0.09

[2]
# H3ISi

An isolated molecule of H3ISi (the ωB97M-V functional and the def2-TZVPD basis, the Open Molecules 2025 dataset).

* HOMO level: -9.62 eV
* lowest unoccupied orbital energy: 0.372 eV
* SMILES: [SiH3]I
* relative energy (zero: lowest compared OMol25 entry of this formula, charge and spin): 7.5 kcal per mole

The geometry in XYZ format:
```
5
Properties=species:S:1:pos:R:3:forces:R:3
Si 0.012 -0.020 0.278 0.13 0.88 -0.22
I -0.287 -0.336 -2.148 -0.30 -0.18 0.14
H -1.203 0.729 0.912 1.00 -0.96 -0.48
H 0.352 -1.410 0.862 -0.22 1.28 -0.24
H 1.127 1.037 0.096 -0.60 -1.02 0.79
```
Forces are in eV/Å.

Per-atom Mulliken charges, elementary charge units: number 1, Si, carries 0.17; number 2, I, carries -0.06; number 3, H, carries -0.04; number 4, H, carries -0.03; number 5, H, carries -0.04

[3]
# H3N2O

The ion H3N2O with charge -1 (the ωB97M-V functional and the def2-TZVPD basis, the Open Molecules 2025 dataset).

* HOMO level: -1.64 eV
* lowest unoccupied orbital energy: 5.785 eV
* SMILES: NN[O-]
* relative energy (zero: lowest compared OMol25 entry of this formula, charge and spin): 52.8 kcal per mole
* net charge: -1

The geometry in XYZ format:
```
6
Properties=species:S:1:pos:R:3:forces:R:3
N -0.402 -0.739 0.283 -1.01 0.34 -2.04
N 0.281 0.449 -0.822 -1.74 -0.33 1.11
O 1.073 1.296 -0.168 -0.98 -0.53 -0.43
H -0.338 -0.286 1.144 0.06 1.56 1.75
H 0.164 -1.535 0.453 1.28 -0.88 -0.58
H -0.778 0.814 -0.890 2.39 -0.17 0.19
```
Forces are in eV/Å.

Per-atom Mulliken charges, elementary charge units: number 1, N, carries -0.74; number 2, N, carries -0.16; number 3, O, carries -0.67; number 4, H, carries 0.21; number 5, H, carries 0.19; number 6, H, carries 0.17

[4]
# H3N2O2S

The ion H3N2O2S with charge -1 (the ωB97M-V functional and the def2-TZVPD basis, the Open Molecules 2025 dataset).

* HOMO level: -2.97 eV
* lowest unoccupied orbital energy: 4.194 eV
* relative energy (zero: lowest compared OMol25 entry of this formula, charge and spin): 54.6 kcal per mole
* net charge: -1

The geometry in XYZ format:
```
8
Properties=species:S:1:pos:R:3:forces:R:3
N 1.770 -0.138 0.083 -1.44 -0.05 -0.14
N 0.266 0.229 -0.089 2.18 -1.06 -2.74
O -2.339 1.334 -0.596 0.82 -0.30 0.58
O -2.133 -0.802 0.664 -0.04 1.09 -1.04
S -1.765 -0.019 -0.553 0.10 -2.04 0.39
H 2.279 -0.359 -0.791 -1.21 0.61 0.15
H 1.903 -1.001 0.610 -0.58 -0.04 0.13
H 0.019 0.756 0.671 0.18 1.80 2.66
```
Forces are in eV/Å.

Per-atom Mulliken charges, elementary charge units: number 1, N, carries -0.53; number 2, N, carries -0.40; number 3, O, carries -0.51; number 4, O, carries -0.55; number 5, S, carries 0.49; number 6, H, carries 0.18; number 7, H, carries 0.16; number 8, H, carries 0.15